[1]
# H5NS2

A 2-piece molecular cluster, H5NS2 overall (ωB97M-V/def2-TZVPD, the OMol25 dataset).

The SMILES is SS.N. As for the frontier orbital gap: 8.3 eV. As for the LUMO energy: -0.220 eV. The calculation puts the highest occupied orbital energy at -8.49 eV. The value obtained for the energy above the lowest of the compared OMol25 structures with the same formula, charge and spin is 76.1 kJ/mol.

Cartesian coordinates (Å):
S 1.23836 1.25653 -0.16525
S 1.82216 -0.90988 -0.14384
H 1.89666 1.26609 -1.33961
H 0.95840 -0.90153 0.86546
N -1.24309 -0.32496 0.13532
H -1.32161 0.51619 -0.39680
H -1.24912 -0.02640 1.06160
H -2.10175 -0.87604 -0.01688

Atomic partial charges in e from the Mulliken method, atoms 1 to 2: S -0.23; S -0.13

---

[2]
# H5O2S

A 3-piece molecular cluster, H5O2S overall (ωB97M-V/def2-TZVPD, the OMol25 dataset).

As for the frontier orbital gap: 7.6 eV. As for the LUMO energy: 4.147 eV. The calculation puts the highest occupied orbital energy at -3.42 eV. The value obtained for the energy above the lowest of the compared OMol25 structures with the same formula, charge and spin is 0.0 kJ/mol. Its charge is -1.

Cartesian coordinates (Å):
S 0.07998 -0.06974 -0.11139
H 0.61561 0.60539 -1.13431
H 1.98895 0.42703 1.13521
H 2.06838 1.53481 2.14061
O 2.61527 0.83056 1.77644
H -1.88266 -0.32484 -1.01756
H -2.23982 -1.19557 -2.20756
O -2.66303 -0.77310 -1.45281

Atomic partial charges in e from the Mulliken method, atoms 1 to 2: S -0.88; H 0.02

---

[3]
# H5O2S

A 3-piece molecular cluster, H5O2S overall (ωB97M-V/def2-TZVPD, the OMol25 dataset).

As for the frontier orbital gap: 6.1 eV. As for the LUMO energy: 3.208 eV. The calculation puts the highest occupied orbital energy at -2.89 eV. The value obtained for the energy above the lowest of the compared OMol25 structures with the same formula, charge and spin is 51.7 kJ/mol. Its charge is -1.

Cartesian coordinates (Å):
S -0.82899 1.06598 -2.31706
H -0.14822 0.11626 -1.66872
H 1.27695 2.62171 -0.38496
H 0.62757 2.83084 -1.73977
O 1.43937 3.07234 -1.24474
H -1.51623 -2.96731 2.57260
H -0.07806 -3.18416 2.09598
O -0.77240 -3.55567 2.68667

Atomic partial charges in e from the Mulliken method, atoms 1 to 2: S -0.89; H -0.05

---

[4]
# H5OS2

A 3-piece molecular cluster, H5OS2 overall (ωB97M-V/def2-TZVPD, the OMol25 dataset).

As for the frontier orbital gap: 4.7 eV. As for the LUMO energy: -10.778 eV. The calculation puts the highest occupied orbital energy at -15.50 eV. The value obtained for the energy above the lowest of the compared OMol25 structures with the same formula, charge and spin is 451.8 kJ/mol. Its charge is +1.

Cartesian coordinates (Å):
O -1.96407 1.62163 0.24316
H -1.80510 1.05604 1.04937
H -1.48684 1.13099 -0.46993
H 1.48531 -1.02095 0.38326
S -0.65533 -0.90872 -0.48601
S 2.78101 -0.66564 0.10720
H -1.25271 -1.83122 -1.25997
H 2.89772 0.61788 0.43290

Atomic partial charges in e from the Mulliken method, atoms 1 to 2: O -0.50; H 0.35

---

[5]
# H5OS2

H5OS2 as an isolated structure (ωB97M-V/def2-TZVPD, the OMol25 dataset).

The expectation value of S² is 1.757. Its spin multiplicity is 2. As for the frontier orbital gap (alpha / beta): 4.8 / 7.0 eV. As for the LUMO energy (alpha / beta): -15.502 / -12.960 eV. The calculation puts the highest occupied orbital energy (alpha / beta) at -20.33 / -19.92 eV. The value obtained for the energy above the lowest of the compared OMol25 structures with the same formula, charge and spin is 333.5 kJ/mol. Its charge is +2.

Cartesian coordinates (Å):
O 2.15569 -1.79164 -0.97167
H 2.51329 -2.24597 -0.17572
H 1.41370 -1.13380 -0.72178
H -1.24627 0.89810 0.18354
S 0.40952 0.36138 0.69750
S -2.55325 0.94088 -0.59553
H 0.71213 1.53187 1.29348
H -3.40481 1.43918 0.29017

Atomic partial charges in e from the Mulliken method, atoms 1 to 2: O 0.06; H 0.49

---

[6]
# H60O30

A 30-piece molecular cluster, H60O30 overall (ωB97M-V/def2-TZVPD, the OMol25 dataset).

As for the frontier orbital gap: 9.0 eV. As for the LUMO energy: -1.045 eV. The calculation puts the highest occupied orbital energy at -10.05 eV. The value obtained for the energy above the lowest of the compared OMol25 structures with the same formula, charge and spin is 431.6 kJ/mol.

Cartesian coordinates (Å):
O 15.66515 8.46756 8.46906
H 16.06240 8.84276 9.25498
H 16.06926 7.60396 8.38479
O 8.58031 13.57238 10.98338
H 8.86839 13.01262 11.70442
H 8.56198 14.45374 11.35632
O 8.17743 9.61270 6.87692
H 8.88758 8.97758 6.96934
H 7.56485 9.39153 7.57838
O 17.08286 9.58062 10.45040
H 17.29957 9.45252 11.37390
H 17.85780 10.00152 10.07818
O 15.08922 5.76492 9.88452
H 15.68247 6.12434 9.22488
H 15.12650 4.81792 9.75031
O 9.26138 12.37854 13.38424
H 9.73843 11.86914 14.03934
H 8.41667 12.56528 13.79392
O 11.61205 14.38862 11.41612
H 11.32193 13.57808 11.83454
H 11.27069 14.33344 10.52356
O 15.61946 6.64510 12.37832
H 15.54256 6.30820 11.48568
H 16.35651 7.25476 12.34208
O 14.17816 7.69504 15.57088
H 13.39593 7.21800 15.84800
H 13.93381 8.09144 14.73458
O 13.70947 8.47967 12.96936
H 13.03789 8.18716 12.35320
H 14.40166 7.82220 12.89986
O 16.89915 9.84594 6.54744
H 17.16718 10.65886 6.97588
H 16.29864 9.43398 7.16866
O 12.86212 7.77010 8.42499
H 12.55886 8.22946 9.20810
H 13.72608 7.43398 8.66340
O 9.48606 10.53066 10.75332
H 9.47865 11.09142 11.52904
H 8.80628 10.89566 10.18684
O 10.20762 7.74058 6.95716
H 10.92533 8.05366 7.50772
H 10.63777 7.40020 6.17272
O 8.97313 7.80728 10.06078
H 9.18550 7.07664 10.64156
H 9.29785 8.58150 10.52052
O 10.27319 5.75800 13.77934
H 9.53326 5.72138 13.17320
H 10.45139 6.69258 13.88432
O 12.52997 4.93076 11.37650
H 11.83760 5.25190 10.79882
H 13.29340 5.46432 11.15578
O 11.34235 5.03498 8.37023
H 10.52512 5.19936 7.89976
H 12.02366 5.38940 7.79888
O 7.78326 6.59228 8.03786
H 8.52554 6.45624 7.44900
H 8.05812 7.30984 8.60866
O 9.90576 8.60308 14.44152
H 10.02363 9.48338 14.79846
H 9.04663 8.62800 14.02020
O 6.03836 8.46932 9.98760
H 5.95260 9.40648 10.16262
H 6.93341 8.36650 9.66428
O 13.71788 11.18604 12.88728
H 14.66677 11.30378 12.84296
H 13.59567 10.23786 12.93478
O 8.30631 5.89636 11.86270
H 7.52483 6.34614 12.18394
H 7.96738 5.18404 11.32050
O 12.04161 9.07213 10.54496
H 12.59751 9.83996 10.41208
H 11.14792 9.41144 10.49552
O 13.09565 12.66266 15.10178
H 13.11267 12.23556 14.24534
H 13.27059 13.58474 14.91364
O 7.70137 8.70924 12.97824
H 7.68788 9.43674 12.35632
H 6.88889 8.23272 12.80784
O 16.30830 10.54974 13.33826
H 16.53287 9.90821 14.01222
H 17.00967 11.19964 13.38232
O 11.33888 10.70596 5.28266
H 12.15536 10.74610 5.78064
H 11.06101 9.79250 5.35060
O 14.71316 11.11970 9.88702
H 15.39616 10.47362 10.06680
H 14.28283 11.25526 10.73120
O 13.49088 10.46328 7.19252
H 13.77847 9.55246 7.25542
H 14.12489 10.95192 7.71738

Atomic partial charges in e from the Mulliken method, atoms 1 to 2: O -0.60; H 0.41

---

[7]
# H62O31

A 31-piece molecular cluster, H62O31 overall (ωB97M-V/def2-TZVPD, the OMol25 dataset).

As for the frontier orbital gap: 10.9 eV. As for the LUMO energy: 0.006 eV. The calculation puts the highest occupied orbital energy at -10.90 eV. The value obtained for the energy above the lowest of the compared OMol25 structures with the same formula, charge and spin is 23.6 kJ/mol.

Cartesian coordinates (Å):
O 3.63897 -2.68221 2.66820
H 3.67971 -3.49873 2.21054
H 2.70243 -2.40680 2.47911
O 3.04698 2.68849 4.37199
H 3.20069 2.56278 3.38058
H 3.84125 3.11689 4.69709
O 1.85022 -1.05869 -2.30550
H 1.34765 -1.89495 -2.49471
H 1.33074 -0.65698 -1.56507
O 1.37047 -4.14334 0.69743
H 0.57783 -3.96715 1.24087
H 1.78315 -3.26692 0.49752
O 1.32081 -0.89047 2.19105
H 2.07206 -0.31765 1.87557
H 1.01100 -0.57058 3.04112
O 1.35700 -0.11608 -5.31456
H 1.57636 -0.70302 -4.56148
H 0.44485 0.10849 -5.13530
O -1.52957 -1.80264 0.63221
H -1.62329 -2.00114 1.60579
H -2.23092 -2.29992 0.19491
O -2.32357 0.47454 4.01456
H -2.43315 0.95922 3.19217
H -1.45655 0.57062 4.38721
O -5.58990 0.00465 0.37603
H -6.28995 -0.16577 1.04944
H -4.89377 0.47000 0.86153
O 3.56915 3.38318 -0.56949
H 3.11230 4.15399 -1.04073
H 3.38838 2.69154 -1.26160
O -1.21679 0.46961 -4.58812
H -1.86140 0.46287 -5.28445
H -1.59710 -0.06694 -3.85645
O 3.86009 -2.39028 -0.94936
H 4.76434 -2.09459 -1.10407
H 3.31248 -2.01434 -1.63542
O -0.15210 3.13931 4.09312
H 0.73858 3.47622 4.30889
H -0.12442 3.05284 3.12980
O -2.86990 0.82130 1.25636
H -2.35158 1.48277 0.77726
H -2.49964 -0.03708 1.01315
O 5.23431 -0.16466 -2.05145
H 5.53892 0.68142 -1.68186
H 4.40931 0.11581 -2.49772
O 0.49619 0.50601 4.93475
H 0.09416 1.38332 4.87364
H 1.33700 0.79778 5.27641
O -2.19701 -2.13988 3.29255
H -1.62965 -2.29190 4.04804
H -2.36903 -1.16553 3.41845
O -0.23653 -2.94268 -1.57410
H -0.91331 -2.81898 -0.89762
H 0.32748 -3.59422 -1.12245
O -1.83333 2.44852 -1.17185
H -1.18181 2.38237 -1.94336
H -2.62030 2.81129 -1.63149
O -4.69583 -0.15337 -2.90174
H -3.70091 -0.09431 -2.83907
H -4.96958 0.12189 -1.98357
O -2.94357 -3.13492 -1.21455
H -2.67904 -4.04689 -1.41561
H -3.97309 -3.08641 -1.18296
O -5.58197 -2.85380 -0.79568
H -5.51538 -2.16029 -0.06116
H -5.90700 -2.26428 -1.50691
O -5.13618 -2.88876 2.69570
H -4.35310 -2.78591 3.23017
H -5.89478 -2.94926 3.34184
O 2.45500 1.53435 -2.92758
H 2.01748 0.61731 -2.87659
H 2.75529 1.48109 -3.84388
O 2.02766 4.94205 -2.39589
H 1.14577 4.58658 -2.66087
H 2.02174 5.84654 -2.66545
O 4.15724 -0.47682 1.04619
H 3.94759 -0.99043 0.23797
H 4.03428 -1.21188 1.67261
O 3.37802 2.00124 1.64191
H 3.83802 1.16281 1.45760
H 3.57650 2.69719 1.02696
O 0.75231 2.37861 1.11335
H 0.71051 3.30901 0.88887
H 1.69661 2.16045 1.32340
O -2.04811 -0.83856 -2.57398
H -1.59082 -0.52156 -1.74940
H -2.42665 -1.66150 -2.28040
O 0.02568 2.82265 -3.41712
H 0.81961 2.29158 -3.24169
H -0.19849 2.61578 -4.31580
O -0.01061 0.05317 -0.60498
H -0.17789 -0.52692 0.16198
H 0.13337 0.97188 -0.23282

Atomic partial charges in e from the Mulliken method, atoms 1 to 2: O -0.69; H 0.34

---

[8]
# H62O31

A 31-piece molecular cluster, H62O31 overall (ωB97M-V/def2-TZVPD, the OMol25 dataset).

As for the frontier orbital gap: 10.6 eV. As for the LUMO energy: -0.065 eV. The calculation puts the highest occupied orbital energy at -10.63 eV. The value obtained for the energy above the lowest of the compared OMol25 structures with the same formula, charge and spin is 94.3 kJ/mol.

Cartesian coordinates (Å):
O -3.20452 -0.92879 -0.01511
H -2.53680 -1.27817 -0.60039
H -2.88759 -1.21255 0.88197
O -1.18478 -1.99875 4.44701
H -0.79742 -1.10865 4.18127
H -0.44163 -2.62163 4.39261
O -3.45225 5.79507 1.31248
H -4.35856 6.05609 1.56018
H -3.14967 5.27109 2.01594
O -0.75100 2.51886 -6.01751
H 0.00393 2.10791 -5.54172
H -1.38476 1.81520 -6.33903
O 4.75086 -2.51769 0.06685
H 4.45011 -3.41636 -0.02651
H 5.66883 -2.41008 -0.05853
O -2.32216 1.69205 0.96028
H -2.39648 2.48725 0.39527
H -2.83015 0.95474 0.52153
O 3.28175 -5.15143 0.14040
H 2.44842 -4.82443 -0.22719
H 3.47928 -6.07900 0.12183
O 2.25704 -2.22262 2.22773
H 1.50323 -1.79391 1.72850
H 2.79472 -2.52346 1.49000
O 3.49912 -0.45319 -1.80910
H 2.72492 -0.09239 -1.46996
H 3.67049 -1.12502 -1.14952
O 0.56216 0.72873 -1.45572
H -0.07825 1.33440 -1.09129
H 0.77818 1.08469 -2.38592
O -1.91436 -5.37412 1.94804
H -1.97237 -5.84704 2.79225
H -1.21754 -5.65217 1.39800
O 0.93629 -4.09570 3.85716
H 1.55713 -4.56516 4.38254
H 1.34304 -3.38443 3.32000
O -2.25314 4.06054 -0.34542
H -2.82467 4.80093 -0.19344
H -1.84345 4.06230 -1.24003
O 1.55897 1.29940 1.67221
H 2.04166 0.83001 2.39283
H 1.34265 2.13614 2.04353
O -2.99152 3.46998 3.17628
H -2.51746 2.82154 2.71082
H -2.78617 3.29231 4.11326
O -0.99318 0.36669 2.98399
H -1.50852 0.80167 2.30453
H -0.09138 0.48014 2.57879
O 1.41848 1.76052 -4.26297
H 1.86960 0.88816 -4.32547
H 2.16534 2.35150 -4.04773
O 2.66928 -0.41802 3.88938
H 3.55064 -0.32116 4.26654
H 2.68064 -1.21624 3.27798
O 0.15758 -1.37325 0.63914
H 0.09067 -0.44144 0.41324
H -0.61769 -1.56503 1.20804
O 2.93183 2.45669 -0.60102
H 3.30126 3.22928 -0.16459
H 2.16904 2.21893 -0.01465
O -2.17256 -1.42742 -2.74231
H -1.21920 -1.70327 -2.70528
H -2.78000 -2.13890 -3.05779
O 2.96469 -0.63241 -4.60063
H 3.60293 -1.12393 -5.09390
H 3.09530 -0.81927 -3.69778
O -2.02071 -2.47434 2.07888
H -2.27553 -3.39387 1.96927
H -1.96426 -2.35562 3.02525
O -3.57320 1.37035 -2.83463
H -3.16402 0.52508 -2.49019
H -4.49025 1.16237 -2.96445
O -1.38660 3.11548 -2.92728
H -1.05719 2.72694 -3.75363
H -2.22218 2.60850 -2.65112
O -5.18898 -1.29761 -2.22202
H -4.67563 -1.29306 -1.37829
H -5.87090 -1.93008 -2.04338
O 1.22211 -3.75486 -0.73813
H 1.64081 -3.38983 -1.58816
H 0.87226 -2.98157 -0.24457
O 4.12859 2.87299 -2.97762
H 4.87755 2.38615 -3.37210
H 3.89872 2.30527 -2.23784
O 0.75783 -1.70964 -3.00497
H 0.89393 -1.07541 -2.29877
H 1.18250 -1.32546 -3.79029
O 0.23007 3.93601 1.32360
H -0.08776 4.42153 0.59059
H -0.24876 4.16180 2.12147
O -1.31560 2.37135 5.22002
H -1.22615 1.57168 4.67680
H -0.77751 2.13013 5.97968

Atomic partial charges in e from the Mulliken method, atoms 1 to 2: O -0.80; H 0.31

---

| no. | DFT total energy (eV) |
| --- | --- |
| 1 | -23240.8290 |
| 2 | -15013.1198 |
| 3 | -15012.5843 |
| 4 | -23786.0385 |
| 5 | -23771.9867 |
| 6 | -62400.7960 |
| 7 | -64485.2764 |
| 8 | -64484.5431 |